Entry 1:
Entry from OMol25: one molecule with the formula C15H22N2O5 in a non-equilibrium geometry (the ωB97M-V functional and the def2-TZVPD basis).

Calculated values
Highest occupied orbital energy   -8.73 eV
2S+1   1
Maximum force   1.4 eV/A
Total energy   -29125.1742 eV
Gap between HOMO and LUMO   8.2 eV
LUMO   -0.52 eV

Positions of all 44 atoms, in Å:
O -2.267 -0.052 1.021
O 5.989 0.034 3.327
O -4.605 -1.481 -0.741
O -1.244 -2.023 -2.099
O 6.529 -1.279 1.714
N 5.833 -0.419 2.212
N 0.206 0.972 -0.498
C -4.493 -0.230 -0.103
C 2.651 1.109 -0.089
C -0.333 1.376 0.783
C -1.864 1.282 0.804
C -3.655 -0.234 1.193
C -0.744 -0.707 -2.016
C 3.482 0.114 -0.601
C 2.897 1.597 1.193
C -3.670 -1.774 -1.757
C 4.745 0.100 1.426
C -2.323 -2.313 -1.232
C 0.123 -0.455 -0.767
C 4.525 -0.394 0.146
C 3.935 1.100 1.953
C 1.462 1.594 -0.883
H -4.106 0.525 -0.799
H 1.111 -0.904 -0.908
H -0.156 -0.566 -2.926
H 3.319 -0.255 -1.604
H -5.519 0.043 0.168
H -0.340 -0.951 0.086
H 2.275 2.383 1.595
H -4.045 0.542 1.866
H 5.176 -1.163 -0.242
H -0.074 2.424 0.944
H -2.252 1.913 1.619
H -3.487 -0.880 -2.370
H -3.769 -1.210 1.673
H 4.138 1.473 2.945
H 1.349 2.675 -0.764
H -2.255 1.669 -0.147
H -1.557 0.030 -2.019
H -2.146 -1.902 -0.235
H 1.614 1.381 -1.944
H 0.058 0.781 1.623
H -2.355 -3.402 -1.159
H -4.157 -2.521 -2.388


Entry 2:
Entry from OMol25: one molecule with the formula C5H7N3O in a non-equilibrium geometry (the ωB97M-V functional and the def2-TZVPD basis).

Calculated values
Highest occupied orbital energy   -7.38 eV
2S+1   1
Maximum force   7.8 eV/A
Total energy   -11810.7426 eV
Gap between HOMO and LUMO   7.9 eV
LUMO   0.53 eV

Positions of all 16 atoms, in Å:
O -0.114 -1.862 0.060
N -0.564 -0.337 -1.551
N 0.185 1.642 -0.351
N -1.616 -2.224 -2.021
C -0.643 -1.643 -1.168
C 0.843 1.718 0.990
C -0.156 0.281 -0.539
C 0.981 0.208 1.613
C 0.225 -0.565 0.418
H -1.663 -3.289 -1.804
H 0.433 2.127 1.998
H 0.185 -0.044 2.543
H 1.786 2.180 0.532
H -0.940 2.061 -0.255
H 2.162 -0.133 1.849
H -1.104 -0.119 -2.314


Entry 3:
Entry from OMol25: a 9-piece molecular cluster, C34H91N5O10 overall in a non-equilibrium geometry (the ωB97M-V functional and the def2-TZVPD basis).

Calculated values
Highest occupied orbital energy   -7.99 eV
2S+1   1
Maximum force   3.3 eV/A
Total energy   -64653.6348 eV
Gap between HOMO and LUMO   8.5 eV
LUMO   0.54 eV

Positions of all 140 atoms, in Å:
O 1.374 2.255 -0.103
O -3.181 -0.307 -5.769
O -2.504 -6.123 -2.871
O 2.173 -2.295 -2.622
O -3.608 1.938 3.301
O 1.641 4.457 4.161
O 6.737 2.902 -0.782
O 0.013 -2.199 3.244
O -3.455 -5.150 1.226
O 4.221 5.430 4.217
N 0.925 -4.874 -2.688
N -2.473 -3.311 3.365
N 0.933 0.124 -2.107
N -0.865 0.599 -4.740
N -3.692 -0.715 1.693
C -2.272 2.086 3.762
C -4.271 -4.640 2.239
C 0.656 1.067 0.148
C -0.067 0.598 -1.096
C -2.155 1.249 -4.268
C -5.775 -1.124 2.786
C -1.136 -3.584 -3.162
C 1.101 5.207 6.336
C -4.748 -0.056 2.431
C 2.084 2.704 1.024
C -1.767 -3.134 4.654
C 1.295 -1.614 3.198
C -3.506 -4.360 3.515
C -1.188 -6.062 -3.370
C 2.298 -1.216 -4.851
C 4.687 1.592 -1.197
C 3.003 -2.021 -3.757
C 5.158 7.255 2.913
C 0.914 6.793 4.361
C -4.193 0.681 3.648
C -3.325 -7.039 -3.555
C -1.807 2.702 -3.969
C -0.956 -0.608 -0.714
C -0.543 -4.910 -2.649
C -0.541 -2.249 4.559
C 3.680 -3.284 -4.256
C 6.005 2.096 -1.683
C -4.320 -0.695 -6.495
C -4.201 -5.422 0.048
C 0.753 5.358 4.830
C 6.017 2.757 -3.049
C -3.190 1.057 -5.390
C 5.482 4.790 2.256
C 4.581 5.832 2.915
H -4.764 -3.739 1.840
H -3.231 -6.908 -4.639
H 5.331 3.608 -3.126
H 4.991 5.372 4.791
H -2.913 1.611 -6.294
H 4.919 0.942 -0.339
H -0.261 4.973 4.709
H 0.392 5.794 6.933
H 1.802 -1.579 4.174
H 6.634 1.208 -1.859
H -5.002 1.004 4.318
H 3.949 2.280 -0.780
H 3.041 -3.988 -4.785
H -2.186 1.878 4.830
H -1.132 -0.208 -5.302
H -1.572 1.541 3.127
H 1.375 -5.210 -1.855
H 1.262 -3.944 -2.931
H -5.299 0.752 1.935
H -4.292 -3.983 4.175
H 3.765 -1.348 -3.346
H 5.999 7.263 3.615
H -2.496 -2.733 5.364
H 1.854 7.211 4.715
H 6.790 2.538 0.105
H -4.163 1.243 -4.915
H 5.772 4.974 1.221
H 1.321 0.288 0.547
H -1.019 2.888 -3.247
H 2.995 3.207 0.708
H -3.227 -1.473 2.186
H -3.647 -6.132 -0.563
H -5.164 -5.895 0.258
H 1.019 4.187 6.714
H 1.972 -2.363 2.770
H 0.817 6.782 3.276
H -0.028 1.239 0.995
H 3.024 -0.966 -5.641
H 4.206 -3.730 -3.414
H -0.878 -1.220 4.744
H 2.130 -0.185 -4.531
H 4.058 0.977 -1.843
H -3.056 -5.275 3.913
H 1.432 -1.633 -5.361
H -4.085 -1.582 -7.081
H 5.615 7.458 1.941
H -1.710 -3.795 2.887
H 1.602 0.904 -2.092
H -2.037 3.146 3.641
H 4.986 3.813 2.212
H 2.458 4.939 3.935
H 1.305 -0.643 2.714
H 6.384 4.559 2.834
H 0.096 7.312 4.866
H -4.633 0.100 -7.181
H -2.384 0.627 -3.401
H -1.783 -0.241 -0.114
H -6.297 -1.550 1.935
H -6.467 -0.849 3.589
H 0.363 0.368 -2.930
H -5.255 -1.947 3.294
H -1.745 3.285 -4.887
H 7.055 2.984 -3.280
H -0.458 1.238 -5.422
H -0.390 -2.804 -3.334
H 3.701 5.930 2.272
H 4.438 8.039 3.125
H -4.383 -6.848 -3.364
H 5.581 2.129 -3.831
H 2.124 5.526 6.537
H -5.168 -0.947 -5.849
H -1.849 -3.202 -2.433
H -0.768 -5.003 -1.583
H -1.478 -4.127 5.033
H 4.403 -2.932 -4.997
H 1.693 -1.461 -2.344
H -4.343 -4.516 -0.542
H 0.208 -2.443 5.327
H -0.396 -1.391 -0.198
H -1.284 -1.104 -1.628
H 1.526 3.243 1.796
H -3.528 -0.017 4.168
H -1.630 -3.678 -4.133
H -2.724 3.076 -3.489
H -0.655 -6.974 -3.047
H -2.957 -0.116 1.349
H -0.771 1.290 -1.562
H -3.098 -8.060 -3.235
H -1.109 -6.030 -4.463
H -5.105 -5.311 2.508
H 2.442 1.821 1.579


Entry 4:
Entry from OMol25: an isolated ion of composition C9H15N2O and charge +1 in a non-equilibrium geometry (the ωB97M-V functional and the def2-TZVPD basis).

Calculated values
Highest occupied orbital energy   -11.83 eV
2S+1   1
Maximum force   19.8 eV/A
Total energy   -14587.0022 eV
Gap between HOMO and LUMO   8.5 eV
Total charge   +1
LUMO   -3.35 eV

Positions of all 27 atoms, in Å:
O -0.256 -0.130 1.266
N -2.092 0.706 -0.528
N -2.307 1.397 0.770
C 2.470 1.345 -0.442
C 1.279 1.252 -0.113
C 1.000 0.219 0.782
C -1.100 -1.054 0.959
C 2.007 -0.782 0.836
C -1.113 -1.164 -1.490
C 3.503 0.196 -0.374
C 3.111 -0.825 0.390
C -1.763 -0.612 -0.359
H -2.902 0.733 -1.282
H 4.321 0.542 -0.729
H -2.297 2.361 0.678
H -0.676 -1.834 0.727
H -0.042 -0.684 -1.634
H 0.504 2.113 0.078
H -1.367 1.168 1.120
H -2.876 -1.081 -0.507
H -1.009 -2.424 -1.549
H -3.102 1.315 1.186
H -1.885 -0.958 1.825
H -1.642 -0.896 -2.481
H 2.782 2.375 -1.078
H 1.628 -1.712 1.608
H 3.824 -1.567 0.340